1.
{"formula": "C14H17NO5", "method": "ωB97M-V with the def2-TZVPD basis set", "gap_ha": 0.3617, "spin_multiplicity": 1, "smiles": "CCOC(=O)c1ccc(CNC(=O)CCC(=O)O)cc1", "relative_energy_kcal_mol": 8.7, "lumo_ev": 0.38, "species": ["C", "C", "H", "H", "O", "C", "O", "C", "C", "C", "C", "C", "C", "H", "H", "C", "N", "C", "O", "C", "H", "H", "C", "C", "O", "O", "H", "H", "H", "H", "H", "H", "H", "H", "H", "H", "H"], "coordinates": [[6.30, 0.01, 0.60], [5.47, -0.48, -0.58], [5.93, -0.19, -1.53], [5.35, -1.56, -0.53], [4.18, 0.13, -0.60], [3.24, -0.41, 0.18], [3.42, -1.39, 0.86], [1.95, 0.31, 0.10], [1.72, 1.32, -0.83], [0.49, 1.94, -0.88], [-0.53, 1.58, -0.02], [-0.30, 0.58, 0.92], [0.93, -0.06, 0.98], [1.12, -0.85, 1.69], [-1.09, 0.29, 1.60], [-1.90, 2.19, -0.12], [-2.87, 1.18, -0.50], [-3.75, 0.67, 0.39], [-3.93, 1.17, 1.49], [-4.56, -0.53, -0.09], [-4.88, -1.05, 0.82], [-5.45, -0.16, -0.60], [-3.80, -1.50, -1.00], [-2.47, -1.87, -0.39], [-2.31, -2.43, 0.66], [-1.44, -1.47, -1.16], [-0.59, -1.70, -0.75], [-3.64, -1.09, -2.00], [-4.39, -2.42, -1.09], [-2.67, 0.69, -1.35], [-1.91, 3.00, -0.85], [-2.23, 2.58, 0.85], [0.32, 2.73, -1.61], [2.52, 1.61, -1.50], [6.38, 1.10, 0.58], [7.29, -0.42, 0.55], [5.83, -0.29, 1.53]]}


2.
{"formula": "C14H17O7", "method": "ωB97M-V with the def2-TZVPD basis set", "gap_ha": 0.2266, "spin_multiplicity": 1, "charge": -1, "smiles": "CCOCCOCCOCC1=CC(=O)C(C(=O)[O-])=CC1=O", "lumo_ev": 1.86, "species": ["C", "C", "O", "C", "C", "O", "C", "C", "O", "C", "C", "C", "C", "O", "C", "C", "O", "O", "C", "C", "O", "H", "H", "H", "H", "H", "H", "H", "H", "H", "H", "H", "H", "H", "H", "H", "H", "H"], "coordinates": [[0.84, -2.40, 0.90], [2.42, -2.77, 1.02], [3.06, -2.34, -0.21], [3.18, -0.90, -0.29], [2.49, -0.44, -1.68], [1.70, 0.78, -1.59], [2.47, 1.90, -1.10], [1.90, 2.51, 0.29], [0.44, 2.69, 0.26], [-0.14, 1.58, 1.01], [-1.63, 1.22, 0.56], [-2.48, 2.01, -0.25], [-3.95, 1.43, -0.60], [-4.86, 2.23, -1.00], [-4.29, -0.13, -0.41], [-5.57, -0.86, -1.09], [-5.48, -1.78, -1.96], [-6.80, -0.43, -0.59], [-3.44, -0.95, 0.40], [-2.20, -0.19, 1.10], [-1.72, -0.76, 2.13], [0.70, -1.40, 1.44], [0.16, -3.18, 1.40], [0.50, -2.28, -0.20], [2.81, -2.21, 1.95], [2.48, -3.91, 1.18], [2.83, -0.33, 0.63], [4.31, -0.68, -0.41], [1.76, -1.28, -1.97], [3.28, -0.42, -2.52], [2.35, 2.75, -1.88], [3.59, 1.71, -1.01], [2.33, 3.57, 0.47], [2.25, 1.87, 1.16], [0.50, 0.66, 0.77], [-0.05, 1.75, 2.15], [-2.13, 3.03, -0.63], [-3.61, -2.07, 0.56]]}


3.
{"formula": "C14H17P", "method": "ωB97M-V with the def2-TZVPD basis set", "gap_ha": [0.2375, 0.2323], "spin_multiplicity": 1, "relative_energy_kcal_mol": 84.5, "lumo_ev": [-0.90, -1.19], "species": ["C", "C", "C", "C", "C", "C", "C", "C", "C", "C", "C", "C", "C", "C", "P", "H", "H", "H", "H", "H", "H", "H", "H", "H", "H", "H", "H", "H", "H", "H", "H", "H"], "coordinates": [[-2.83, -2.79, -0.48], [-3.94, -2.53, 0.24], [-1.93, -1.81, -0.83], [-4.21, -1.13, 0.54], [-2.12, -0.45, -0.47], [-3.34, -0.14, 0.19], [1.46, 1.31, 0.14], [2.57, 0.72, 0.40], [0.36, 2.06, 0.06], [3.48, -0.27, 0.29], [-0.04, 2.69, -1.33], [-0.62, 2.36, 1.12], [4.41, -0.37, -0.87], [3.60, -1.32, 1.33], [-3.57, 1.62, 0.59], [-2.70, -3.79, -0.71], [-4.83, -3.20, 0.39], [-1.05, -2.10, -1.33], [-5.18, -0.85, 0.95], [-1.32, 0.32, -0.59], [-0.99, 3.27, -1.32], [0.82, 3.43, -1.54], [-0.03, 1.88, -2.13], [-0.89, 3.36, 0.94], [-1.51, 1.67, 1.10], [-0.13, 2.31, 2.12], [5.54, -0.45, -0.68], [4.14, -1.32, -1.32], [4.10, 0.38, -1.63], [4.57, -1.89, 1.32], [3.39, -0.94, 2.37], [2.76, -2.01, 1.14]]}


4.
{"formula": "C14H18BBrF6NO12P", "method": "ωB97M-V with the def2-TZVPD basis set", "gap_ha": 0.3070, "spin_multiplicity": 1, "smiles": "O=C=N[C@](OC(=O)CCOC=O)(B(O)O)P(O)Br.CCOC(=O)C(F)(F)F.CCOC(=O)C(F)(F)F", "lumo_ev": -0.88, "species": ["O", "C", "N", "C", "O", "C", "O", "C", "C", "O", "C", "O", "B", "O", "O", "P", "O", "Br", "H", "H", "H", "H", "H", "H", "H", "H", "C", "C", "O", "C", "O", "C", "F", "F", "F", "H", "H", "H", "H", "H", "C", "C", "O", "C", "O", "C", "F", "F", "F", "H", "H", "H", "H", "H"], "coordinates": [[-0.21, 2.24, 1.70], [-0.12, 1.15, 0.91], [-0.31, 0.26, -0.14], [1.02, 0.03, -0.88], [1.47, -1.32, -0.42], [2.16, -2.04, -1.50], [1.57, -3.07, -2.17], [3.74, -1.74, -1.98], [4.32, -2.86, -3.02], [4.03, -2.39, -4.39], [5.03, -1.37, -4.78], [4.56, -0.14, -5.10], [2.15, 1.18, -0.56], [2.08, 2.61, -0.93], [3.38, 0.70, 0.16], [0.53, 0.03, -2.77], [1.06, 1.48, -3.56], [-1.78, -0.12, -2.79], [4.36, -1.74, -0.96], [3.77, -0.63, -2.36], [5.50, -2.87, -2.90], [3.95, -3.96, -2.80], [6.18, -1.65, -4.81], [1.16, 2.81, -1.28], [4.15, 1.00, -0.44], [1.67, 1.22, -4.31], [-5.63, -4.04, 0.11], [-5.23, -5.10, -0.90], [-5.74, -4.77, -2.21], [-5.07, -3.79, -2.88], [-4.10, -3.19, -2.43], [-5.68, -3.56, -4.26], [-7.03, -3.42, -4.23], [-5.42, -4.59, -5.11], [-5.20, -2.44, -4.88], [-6.72, -3.90, 0.12], [-5.30, -4.32, 1.11], [-5.19, -3.07, -0.13], [-5.68, -6.06, -0.62], [-4.15, -5.25, -0.93], [0.64, 4.33, 3.68], [1.64, 5.11, 4.52], [1.02, 5.64, 5.70], [0.78, 4.74, 6.71], [1.05, 3.55, 6.64], [0.15, 5.43, 7.92], [-0.91, 6.23, 7.58], [1.04, 6.24, 8.57], [-0.33, 4.55, 8.85], [-0.23, 4.96, 3.44], [1.10, 3.98, 2.76], [0.26, 3.46, 4.22], [2.01, 5.96, 3.94], [2.51, 4.50, 4.79]]}


5.
{"formula": "C14H18BHfN7O2", "method": "ωB97M-V with the def2-TZVPD basis set", "gap_ha": 0.2999, "spin_multiplicity": 1, "charge": 2, "lumo_ev": -7.94, "species": ["H", "N", "B", "N", "C", "Hf", "H", "C", "H", "C", "H", "C", "H", "H", "H", "N", "N", "N", "N", "C", "C", "H", "H", "C", "C", "C", "C", "H", "H", "H", "H", "H", "O", "C", "C", "C", "C", "O", "N", "H", "H", "H", "H"], "coordinates": [[0.36, 3.65, 0.51], [0.22, 1.86, -0.70], [-0.24, 0.30, -2.81], [0.07, 1.69, -2.10], [0.19, 2.89, -2.67], [0.03, 0.10, 0.31], [0.21, 3.00, -3.74], [0.31, 3.88, -1.70], [0.43, 4.94, -1.85], [0.31, 3.22, -0.48], [-0.23, 0.45, -4.01], [-2.51, -1.90, 2.68], [-1.78, -2.66, 2.98], [-2.03, -0.90, 2.46], [-3.00, -2.28, 1.78], [-1.69, -0.12, -2.32], [0.73, -0.86, -2.37], [-1.87, -0.31, -0.96], [1.06, -1.09, -1.01], [-2.87, -0.32, -2.96], [1.37, -1.76, -3.13], [-2.99, -0.20, -4.03], [1.37, -1.71, -4.22], [-3.85, -0.64, -2.00], [2.08, -2.63, -2.31], [-3.18, -0.62, -0.78], [1.86, -2.19, -1.02], [-4.91, -0.85, -2.13], [2.72, -3.45, -2.58], [-3.56, -0.81, 0.22], [2.22, -2.59, -0.09], [-3.27, -1.81, 3.49], [0.23, 2.06, 2.54], [1.06, 1.19, 2.83], [2.09, 1.18, 3.97], [2.76, -0.19, 3.88], [2.08, -0.89, 2.70], [2.24, -2.02, 2.27], [1.18, 0.01, 2.11], [2.81, 2.00, 3.82], [1.58, 1.30, 4.94], [3.84, -0.12, 3.68], [2.59, -0.79, 4.79]]}


6.
{"formula": "C14H18BN2O4", "method": "ωB97M-V with the def2-TZVPD basis set", "gap_ha": 0.2197, "spin_multiplicity": 1, "charge": -1, "relative_energy_kcal_mol": 0.0, "lumo_ev": 2.34, "species": ["C", "O", "C", "C", "C", "C", "C", "C", "C", "O", "N", "C", "C", "O", "N", "C", "C", "O", "C", "C", "H", "H", "H", "H", "H", "H", "H", "H", "H", "H", "H", "H", "H", "H", "H", "B", "H", "H", "H"], "coordinates": [[-5.78, 1.31, 8.52], [-5.39, -0.07, 8.36], [-4.11, -0.31, 7.96], [-3.76, -1.65, 7.73], [-2.48, -1.97, 7.34], [-1.54, -0.97, 7.09], [-0.14, -1.51, 6.67], [1.10, -1.04, 7.30], [2.30, -1.52, 6.69], [2.33, -2.36, 5.78], [3.55, -1.01, 7.14], [4.75, -1.58, 6.57], [3.70, 0.03, 8.08], [4.76, 0.49, 8.44], [2.47, 0.50, 8.60], [2.60, 1.49, 9.65], [1.20, -0.11, 8.39], [0.25, 0.22, 9.12], [-1.91, 0.38, 7.20], [-3.17, 0.72, 7.68], [-6.85, 1.27, 8.76], [-5.22, 1.75, 9.37], [-5.62, 1.89, 7.60], [-4.47, -2.45, 7.92], [-2.17, -3.00, 7.20], [-0.12, -2.62, 6.52], [5.60, -1.06, 6.99], [4.82, -2.65, 6.78], [4.73, -1.46, 5.48], [1.61, 1.77, 9.99], [3.16, 1.09, 10.50], [3.13, 2.36, 9.28], [-1.20, 1.18, 6.94], [-3.42, 1.76, 7.88], [-0.07, -1.20, 5.66], [-0.39, -2.28, 2.99], [0.70, -2.77, 3.28], [-1.42, -2.84, 3.41], [-0.45, -1.11, 2.65]]}


no.,DFT total energy (hartree),maximum force (eV/A)
1,-974.70790,0.60
2,-1070.16799,6.40
3,-884.77658,4.58
4,-5041.18061,11.16
5,-1150.53217,2.14
6,-979.64178,2.60